Entry from OMol25: a structure of composition C2H6N2O (ωB97M-V/def2-TZVPD).

Cartesian coordinates (Å):
C  -0.646  -0.154  0.518
N  0.074  0.909  -0.557
C  0.361  -0.442  1.486
N  0.396  0.433  -1.846
O  1.504  -0.324  1.708
H  0.918  1.336  -0.177
H  -0.458  0.338  -2.385
H  0.887  -0.466  -1.839
H  -0.925  -1.055  -0.039
H  -1.503  0.410  0.885
H  -0.609  -0.985  2.246

Properties
LUMO, eV: 0.817
Energy relative to the best compared isomer or geometry (same formula, charge and spin), kcal per mole: 99.6
Gap between HOMO and LUMO, eV: 9.4